{"formula": "C45H49N6O9SW", "method": "the ωB97M-V functional and the def2-TZVPD basis", "elements": ["W", "C", "C", "N", "C", "C", "C", "S", "N", "C", "O", "C", "C", "C", "C", "C", "C", "H", "H", "H", "H", "H", "H", "H", "H", "H", "H", "H", "H", "H", "H", "H", "C", "O", "C", "C", "C", "C", "C", "C", "N", "C", "N", "C", "C", "C", "C", "C", "C", "O", "C", "N", "C", "C", "C", "C", "C", "C", "O", "C", "H", "H", "H", "H", "H", "H", "H", "H", "H", "H", "H", "H", "H", "H", "H", "H", "H", "H", "H", "H", "H", "H", "O", "C", "O", "C", "C", "C", "C", "O", "C", "O", "C", "C", "H", "H", "H", "H", "H", "C", "N", "C", "C", "O", "H", "H", "H", "H", "H", "H", "H"], "coordinates": [[0.791149, -0.256581, -0.176841], [4.346580, -1.813606, 5.081561], [3.811509, -0.403452, 4.918593], [2.478783, -0.392845, 4.305824], [1.359263, -0.355621, 5.244305], [0.940965, 1.067651, 5.568128], [2.311537, -0.401028, 2.985313], [0.706906, -0.321836, 2.384644], [3.486057, -0.479626, 2.300418], [3.613313, -0.471859, 1.008471], [2.649249, -0.500459, 0.127749], [4.978999, -0.444338, 0.426759], [5.156656, -0.221239, -0.935389], [6.436192, -0.175449, -1.465447], [7.536808, -0.358343, -0.640528], [7.362627, -0.578765, 0.719374], [6.087014, -0.614811, 1.254553], [5.307672, -1.791620, 5.592238], [4.481178, -2.283093, 4.108174], [3.666291, -2.427260, 5.671745], [4.480620, 0.203604, 4.313933], [3.703403, 0.084182, 5.888853], [1.694153, -0.877096, 6.142908], [0.526929, -0.922331, 4.829242], [1.772427, 1.636993, 5.981646], [0.138279, 1.059264, 6.303222], [0.583540, 1.575300, 4.673173], [4.295559, -0.057427, -1.570365], [6.574192, 0.008395, -2.521832], [8.534386, -0.325011, -1.056893], [8.221442, -0.716432, 1.360916], [5.933300, -0.778318, 2.311576], [-7.115914, 1.167105, 0.221825], [-5.869622, 0.676324, -0.245785], [-5.867179, -0.081907, -1.377650], [-6.986422, -0.403585, -2.124644], [-6.857210, -1.208163, -3.251804], [-5.621339, -1.704282, -3.614355], [-4.494902, -1.393844, -2.860933], [-4.602117, -0.566935, -1.755310], [-3.542101, -0.197038, -0.899734], [-2.199028, -0.280204, -1.108259], [-1.783053, -0.108616, -2.373945], [-0.555411, -0.455933, -2.972613], [0.607656, -0.705356, -2.259271], [1.735475, -1.112470, -2.997546], [1.707331, -1.199401, -4.374786], [0.541438, -0.899299, -5.080015], [-0.592820, -0.538341, -4.379774], [-1.806704, -0.249154, -4.943743], [-1.901892, -0.252106, -6.360322], [-1.381850, -0.446461, -0.080903], [-2.013359, -0.896666, 1.131721], [-2.101819, -2.276081, 1.334548], [-2.645077, -2.825527, 2.473722], [-3.132638, -1.970573, 3.460021], [-3.084887, -0.609583, 3.267306], [-2.541616, -0.042502, 2.104838], [-2.692098, 1.307150, 2.047435], [-1.989049, 2.131844, 1.121021], [-6.896007, 1.731187, 1.123756], [-7.793526, 0.344065, 0.459086], [-7.576370, 1.825218, -0.517927], [-7.958031, -0.031872, -1.839661], [-7.734576, -1.449076, -3.833674], [-5.521331, -2.343811, -4.478627], [-3.540391, -1.810204, -3.143404], [-3.831990, 0.009878, 0.047034], [-2.504055, 0.149748, -3.034974], [2.655871, -1.352155, -2.474129], [2.593766, -1.492983, -4.919511], [0.531500, -0.957120, -6.156515], [-2.926313, 0.023785, -6.594523], [-1.689474, -1.245904, -6.760684], [-1.215748, 0.476243, -6.796251], [-1.734364, -2.921070, 0.546607], [-2.697348, -3.897087, 2.591899], [-3.562477, -2.368393, 4.368198], [-3.479266, 0.076045, 4.003654], [-2.268128, 3.149404, 1.384001], [-2.276115, 1.935206, 0.088325], [-0.908492, 2.007749, 1.239259], [1.844765, 1.921731, 0.297590], [0.933993, 2.404488, -0.410522], [0.112254, 1.578939, -0.945356], [0.766434, 3.852145, -0.616976], [-0.245538, 4.329476, -1.437771], [-0.429549, 5.698755, -1.632295], [0.434858, 6.536178, -0.969507], [0.474168, 7.893290, -1.006516], [1.479088, 8.282818, -0.067617], [2.162997, 7.105587, 0.356188], [1.448834, 6.057584, -0.147602], [1.646664, 4.720007, 0.053916], [-0.893602, 3.620263, -1.934653], [-1.205918, 6.086623, -2.272517], [0.998054, 8.757684, 0.793197], [2.185087, 8.953841, -0.558333], [2.432719, 4.334442, 0.683744], [1.455104, -4.863968, 0.784866], [0.677733, -4.580533, -0.416771], [0.294954, -5.647758, -1.334588], [0.416551, -3.322074, -0.718390], [0.795023, -2.372237, 0.006433], [1.435924, -5.934054, 0.966953], [1.018964, -4.335611, 1.631615], [2.486693, -4.532381, 0.661487], [0.399640, -6.599048, -0.821221], [0.932565, -5.654406, -2.218390], [-0.745210, -5.532642, -1.633909], [-0.161124, -3.143324, -1.632062]], "forces_ev_per_angstrom": [[1.02, 0.24, -0.29], [0.05, -0.01, 0.00], [0.01, 0.07, -0.03], [-0.11, -0.02, 0.25], [0.00, -0.08, 0.01], [-0.07, 0.02, 0.01], [0.21, -0.08, -0.26], [-0.22, 0.17, 0.00], [-0.22, 0.17, -0.47], [0.16, 0.07, -0.01], [0.30, -0.24, 0.51], [-0.15, -0.06, 0.15], [-0.01, 0.03, -0.03], [-0.03, -0.01, 0.01], [0.01, 0.00, -0.03], [-0.07, 0.01, -0.01], [0.02, -0.03, -0.03], [0.06, -0.02, 0.03], [0.00, -0.01, -0.03], [-0.03, -0.02, 0.02], [-0.01, -0.03, 0.02], [0.02, -0.01, -0.03], [-0.03, 0.02, 0.00], [0.01, 0.01, 0.02], [0.05, 0.02, 0.02], [-0.05, 0.02, 0.04], [0.00, 0.00, -0.01], [0.04, -0.01, 0.02], [0.01, 0.01, -0.02], [0.02, 0.01, -0.01], [0.03, -0.01, 0.02], [-0.01, 0.00, 0.01], [-0.04, 0.00, 0.01], [0.09, -0.08, -0.12], [0.01, 0.06, 0.05], [0.05, 0.02, 0.03], [0.02, -0.01, 0.01], [-0.03, 0.01, -0.01], [0.03, 0.04, 0.05], [-0.11, 0.13, 0.02], [0.05, -0.15, 0.06], [-0.03, 0.24, -0.04], [-0.02, -0.01, 0.03], [-0.06, -0.03, -0.20], [-0.47, 0.45, 0.23], [0.11, -0.20, 0.14], [-0.07, 0.06, 0.10], [-0.08, 0.04, 0.08], [-0.13, -0.06, -0.06], [0.17, -0.03, 0.17], [0.04, -0.03, 0.00], [0.23, -0.23, -0.23], [0.02, -0.07, 0.18], [0.06, -0.06, -0.03], [-0.02, 0.12, 0.03], [0.05, -0.02, -0.07], [0.04, 0.08, -0.08], [-0.11, 0.05, 0.08], [-0.03, -0.12, -0.01], [0.21, -0.02, 0.13], [-0.01, -0.01, -0.02], [-0.01, 0.02, 0.00], [-0.01, 0.00, 0.02], [-0.05, 0.02, 0.02], [-0.04, -0.01, -0.03], [0.01, -0.03, -0.04], [0.10, -0.02, -0.01], [-0.01, -0.02, -0.08], [0.04, -0.01, 0.02], [-0.04, 0.02, -0.02], [0.04, -0.01, -0.01], [-0.01, -0.02, -0.07], [0.02, 0.00, 0.01], [0.00, 0.02, -0.02], [-0.01, 0.00, -0.02], [-0.01, 0.02, 0.04], [-0.01, -0.07, 0.01], [-0.01, -0.02, 0.04], [-0.02, 0.02, 0.04], [0.02, -0.01, -0.01], [0.03, 0.07, 0.07], [-0.20, 0.00, 0.00], [-0.36, -0.76, 0.09], [-0.21, -0.13, -0.28], [-0.24, 0.59, -0.16], [0.07, 0.02, 0.04], [0.00, -0.01, 0.00], [0.07, 0.02, 0.05], [-0.02, -0.09, -0.01], [0.02, -0.04, -0.01], [0.06, 0.19, 0.04], [-0.01, 0.01, -0.02], [-0.06, -0.08, -0.02], [-0.09, 0.08, -0.11], [0.01, -0.01, 0.00], [-0.05, 0.03, -0.04], [0.05, -0.01, -0.04], [-0.05, -0.02, 0.06], [0.04, -0.02, 0.04], [0.04, 0.01, 0.00], [-0.03, 0.23, 0.06], [0.00, -0.04, -0.03], [0.14, 0.43, 0.20], [-0.24, -0.74, -0.28], [0.01, 0.01, 0.03], [0.03, 0.01, 0.01], [0.01, -0.01, 0.03], [-0.04, 0.00, -0.02], [0.00, -0.04, 0.00], [0.00, 0.00, -0.05], [0.05, -0.01, 0.07]], "charge": 1, "orbital_gap_ha": [0.232, 0.232], "lumo_energy_ev": [-2.54, -2.54]}

=====

{"formula": "C23H12Cl3INORhS", "method": "the ωB97M-V functional and the def2-TZVPD basis", "elements": ["Rh", "Cl", "C", "C", "C", "C", "C", "Cl", "C", "S", "H", "H", "H", "Cl", "C", "C", "C", "I", "C", "O", "C", "N", "C", "C", "C", "C", "H", "H", "H", "H", "C", "C", "C", "C", "C", "C", "C", "C", "H", "H", "H", "H", "H"], "coordinates": [[0.178348, -0.464812, 0.802160], [1.528731, 1.609817, 1.482390], [3.167742, 1.034480, 1.498409], [4.151781, 1.934459, 1.856768], [5.469967, 1.513311, 1.883175], [5.791931, 0.205321, 1.554855], [4.791597, -0.679478, 1.198255], [5.247136, -2.297407, 0.795502], [3.439519, -0.292148, 1.155387], [2.208591, -1.425268, 0.661497], [3.884377, 2.950955, 2.110896], [6.251745, 2.207987, 2.161240], [6.818158, -0.135272, 1.572549], [-5.615097, -1.873571, 4.239236], [-3.990069, -1.564888, 3.786186], [-3.007022, -1.632662, 4.809524], [-1.712538, -1.391127, 4.512196], [-0.229556, -1.465051, 5.951006], [-1.333458, -1.056603, 3.138444], [-0.128521, -0.788609, 2.826053], [-2.336959, -1.013700, 2.126656], [-1.912339, -0.728720, 0.868734], [-2.853999, -0.640617, -0.136863], [-4.170890, -0.858149, 0.089314], [-4.634808, -1.181470, 1.395218], [-3.701110, -1.258837, 2.425873], [-3.314904, -1.875894, 5.816439], [-2.462552, -0.389251, -1.110887], [-4.867895, -0.783015, -0.733805], [-5.682152, -1.358397, 1.586676], [0.111853, 0.073878, -1.065306], [0.052468, 0.388460, -2.232127], [-0.023318, 0.771315, -3.618145], [-1.110153, 0.389155, -4.407238], [-1.178628, 0.759577, -5.741359], [-0.161969, 1.515712, -6.309688], [0.924120, 1.898600, -5.534114], [0.993804, 1.530717, -4.199185], [-1.898733, -0.204082, -3.962244], [-2.028064, 0.456369, -6.340423], [-0.215412, 1.803896, -7.352126], [1.720791, 2.487350, -5.971215], [1.837485, 1.827667, -3.589911]], "forces_ev_per_angstrom": [[0.29, -0.86, -0.41], [0.02, 0.32, 0.08], [-0.04, -0.05, 0.01], [0.01, 0.06, 0.02], [0.04, 0.00, 0.00], [0.01, 0.02, 0.01], [-0.03, 0.03, -0.01], [-0.05, -0.02, -0.01], [0.06, -0.08, 0.02], [-0.33, 0.42, 0.00], [-0.01, -0.03, -0.01], [-0.02, -0.02, -0.01], [-0.03, 0.00, 0.00], [-0.01, -0.01, 0.02], [0.02, 0.00, 0.03], [-0.22, -0.03, -0.03], [0.27, 0.10, -0.22], [-0.02, 0.01, -0.05], [-0.26, -0.02, 0.02], [0.18, -0.06, 0.33], [-0.05, -0.06, 0.16], [0.11, 0.35, 0.09], [0.09, 0.00, 0.02], [-0.08, -0.01, 0.05], [-0.01, 0.00, -0.06], [-0.02, -0.02, 0.09], [-0.04, 0.00, -0.02], [0.03, 0.01, 0.00], [0.02, 0.00, 0.01], [0.02, 0.00, 0.00], [0.11, -0.17, 0.07], [-0.10, 0.18, -0.44], [0.02, -0.04, 0.16], [-0.05, -0.03, -0.02], [0.01, 0.00, 0.04], [0.00, -0.01, 0.02], [0.00, -0.01, 0.04], [0.05, 0.05, -0.03], [0.00, 0.00, -0.01], [0.01, 0.00, 0.01], [0.00, -0.01, 0.02], [-0.01, -0.01, 0.01], [0.00, 0.00, -0.01]], "charge": 0, "spin_multiplicity": 5, "de_lowest_kj_mol": 16.5, "orbital_gap_ha": [0.227, 0.196], "s2": 6.0564, "lumo_energy_ev": [0.34, -2.64]}

=====

{"formula": "C2H3NO2", "method": "the ωB97M-V functional and the def2-TZVPD basis", "elements": ["N", "C", "O", "C", "O", "H", "H", "H"], "coordinates": [[0.810529, 0.415859, -1.051576], [0.462132, -0.383528, -0.022338], [0.915001, -1.443104, 0.289178], [-1.492339, -0.462591, 1.242763], [-0.549613, 0.299470, 0.721451], [1.502267, 0.088326, -1.704321], [0.312771, 1.270412, -1.237580], [-2.115051, 0.309135, 1.760715]], "forces_ev_per_angstrom": [[0.01, -0.03, -0.04], [0.34, -0.38, -0.11], [-0.28, 0.59, -0.13], [0.15, 0.44, -0.06], [-0.30, -0.31, 0.22], [-0.06, 0.01, 0.11], [0.05, -0.14, 0.07], [0.09, -0.18, -0.06]], "charge": 0, "de_lowest_kj_mol": 269.4, "orbital_gap_ha": 0.345, "lumo_energy_ev": 0.34}